{
  "formula": "C20H14N3O2S2Ti",
  "method": "ωB97M-V with the def2-TZVPD basis set",
  "species": ["Ti", "S", "C", "N", "C", "C", "C", "C", "C", "C", "S", "H", "H", "H", "H", "O", "C", "O", "C", "C", "C", "C", "C", "C", "N", "C", "C", "C", "C", "C", "C", "N", "H", "H", "H", "H", "H", "H", "H", "H", "H", "H"],
  "coordinates": [[0.332, -0.165, 0.304], [-1.402, 1.421, 0.365], [-1.749, 0.194, 1.562], [-0.907, -0.854, 1.683], [-1.297, -1.711, 2.701], [-0.641, -2.876, 3.095], [-1.198, -3.607, 4.126], [-2.380, -3.199, 4.752], [-3.040, -2.048, 4.365], [-2.482, -1.306, 3.331], [-3.075, 0.181, 2.629], [0.274, -3.201, 2.613], [-0.712, -4.515, 4.456], [-2.786, -3.797, 5.555], [-3.953, -1.737, 4.851], [4.975, 3.664, 4.762], [5.513, 3.006, 3.733], [6.689, 3.018, 3.534], [4.583, 2.330, 2.739], [3.205, 2.215, 2.882], [2.456, 1.558, 1.915], [3.084, 1.019, 0.798], [4.468, 1.130, 0.646], [5.203, 1.782, 1.615], [2.256, 0.342, -0.136], [2.608, -0.080, -1.316], [1.638, -0.817, -2.120], [1.963, -1.344, -3.364], [0.986, -2.046, -4.062], [-0.277, -2.195, -3.505], [-0.536, -1.647, -2.257], [0.396, -0.981, -1.563], [4.013, 3.667, 4.769], [2.681, 2.624, 3.735], [1.373, 1.532, 2.045], [4.978, 0.700, -0.205], [6.277, 1.876, 1.531], [3.599, 0.089, -1.727], [2.950, -1.203, -3.781], [1.214, -2.467, -5.031], [-1.060, -2.728, -4.023], [-1.514, -1.737, -1.796]],
  "nbo_charge": [1.532, 0.009, -0.148, -0.655, 0.170, -0.234, -0.165, -0.168, -0.177, -0.245, 0.609, 0.228, 0.246, 0.250, 0.251, -0.630, 0.762, -0.508, -0.102, -0.175, -0.162, 0.061, -0.192, -0.129, -0.534, 0.200, 0.105, -0.160, -0.082, -0.197, 0.111, -0.554, 0.485, 0.223, 0.199, 0.227, 0.278, 0.236, 0.262, 0.267, 0.270, 0.237],
  "total_energy_ev": -74305.103,
  "orbital_gap_ev": [6.31, 6.34],
  "lumo_energy_ev": [-8.476, -8.449],
  "s_squared": 0.755,
  "charge": 2,
  "multiplicity": 2
}